# 1
{"formula": "C41H48BN7O8S", "method": "ωB97M-V/def2-TZVPD", "elements": ["H", "H", "C", "C", "H", "H", "H", "N", "O", "H", "C", "N", "B", "H", "C", "C", "H", "C", "H", "H", "C", "O", "C", "H", "C", "H", "H", "H", "H", "C", "N", "O", "N", "H", "H", "C", "C", "C", "H", "H", "C", "H", "C", "H", "N", "C", "H", "H", "O", "H", "H", "C", "H", "C", "H", "H", "C", "C", "C", "H", "H", "H", "H", "O", "H", "H", "C", "C", "H", "O", "C", "C", "C", "C", "N", "H", "N", "H", "S", "C", "C", "H", "H", "H", "H", "C", "H", "O", "C", "C", "C", "H", "O", "C", "H", "H", "C", "C", "C", "C", "H", "H", "H", "C", "C", "C"], "xyz": [[-4.61, -4.56, -0.54], [0.33, 1.72, -2.50], [-4.42, -5.18, 2.36], [1.65, 5.84, -5.10], [-2.27, -3.23, 4.44], [5.98, -1.39, -6.83], [7.53, -5.77, -5.28], [1.60, 0.44, -4.28], [1.08, 3.26, -1.22], [8.44, -1.87, -6.86], [-3.27, -3.72, -2.00], [1.21, 6.75, -5.99], [-1.47, 2.65, -1.46], [-0.13, 8.28, -6.33], [-1.21, -2.20, 7.35], [2.59, 0.79, -6.45], [-2.37, -4.12, -1.56], [-2.37, -2.21, 8.11], [-6.45, -4.61, 2.76], [9.22, -4.11, -6.06], [-1.58, 0.73, 3.45], [-3.28, 2.92, 2.78], [5.89, -4.44, -5.66], [2.46, 5.20, -5.45], [-5.20, -2.91, 2.31], [-0.91, 1.69, 5.39], [0.23, 1.29, -0.67], [0.49, 0.78, 4.52], [-2.27, -2.73, -3.63], [3.01, -0.53, -6.50], [2.59, 1.05, 5.53], [-1.99, 3.43, -2.64], [-1.17, -2.56, 6.05], [-0.26, -1.90, 7.78], [3.03, -2.41, -5.43], [-3.16, -4.70, 2.02], [3.04, -0.16, 5.95], [1.90, 1.23, -5.33], [-2.35, -1.92, 9.15], [1.56, 2.25, -5.25], [3.52, 1.93, 5.11], [1.27, 2.96, 3.97], [0.83, 3.98, 0.06], [-1.24, 0.58, 2.32], [-2.89, -3.39, 1.82], [-3.91, -2.53, 1.97], [6.37, 0.18, 5.54], [-0.32, 6.48, -2.43], [-3.89, 1.65, 4.86], [-3.67, -1.49, 1.80], [-0.35, 3.80, 4.44], [-3.22, -2.94, -3.15], [-4.58, -6.24, 2.50], [-0.37, 7.51, -4.33], [3.13, 2.89, 4.78], [5.58, 2.41, 4.75], [5.31, 0.42, 5.54], [-5.45, -4.27, 2.50], [0.10, 2.18, -1.42], [1.77, -1.46, -3.49], [2.27, -0.85, 6.28], [-1.71, -0.37, 3.91], [-4.45, -3.29, 5.66], [0.35, 5.25, -0.08], [-0.63, 4.38, 2.17], [-5.99, -2.18, 2.41], [1.14, 5.70, -3.82], [-5.59, -2.73, -3.05], [-6.54, -2.35, -3.42], [-2.49, 2.35, -0.41], [2.02, -0.85, -4.35], [0.11, 6.56, -3.43], [4.38, -0.51, 5.98], [-3.54, -2.98, 6.16], [5.44, -3.24, -6.08], [-2.42, 1.38, -0.12], [-5.67, -3.48, -1.93], [-2.96, 3.13, -2.72], [-3.28, 1.52, 3.44], [-0.13, 3.29, 2.20], [8.17, -3.86, -6.07], [-4.39, -1.82, -4.59], [2.80, 1.47, -7.27], [-4.49, -2.63, 8.07], [-4.87, 1.07, 1.86], [0.10, 2.92, 3.76], [5.12, -5.13, -5.33], [1.13, 3.45, 1.40], [4.88, 1.66, 5.10], [-2.34, -2.94, 5.48], [6.37, -2.35, -6.50], [-2.32, -5.38, 1.90], [-4.27, 0.50, 2.44], [-4.40, -2.43, -3.69], [-1.17, 8.18, -4.06], [3.55, -0.91, -7.36], [0.21, 7.56, -5.59], [7.73, -2.62, -6.51], [-4.51, -3.96, -1.43], [7.23, -4.79, -5.63], [4.68, -1.49, 6.33], [1.53, 4.95, -3.14], [-0.82, 2.60, 1.57], [-0.44, 1.50, 4.31], [-3.56, -2.61, 7.50], [2.72, -1.37, -5.43]], "lowdin_charge": [0.09, 0.13, -0.08, -0.16, 0.08, 0.09, 0.10, 0.05, -0.08, 0.10, -0.08, 0.04, -0.37, 0.10, -0.15, -0.07, 0.10, -0.07, 0.11, 0.11, -0.23, -0.37, -0.15, 0.09, -0.06, 0.14, 0.14, 0.11, 0.10, -0.08, 0.05, 0.04, 0.05, 0.10, 0.08, -0.17, -0.14, -0.14, 0.10, 0.10, -0.14, 0.10, -0.23, 0.12, 0.05, -0.16, 0.11, 0.10, -0.36, 0.07, 0.14, -0.08, 0.10, -0.08, 0.09, 0.10, -0.08, -0.08, -0.09, 0.10, 0.10, 0.12, 0.10, 0.02, 0.15, 0.11, -0.07, -0.16, 0.10, 0.03, -0.15, -0.07, -0.07, -0.07, 0.05, 0.11, 0.06, 0.12, 0.80, -0.15, -0.08, 0.10, 0.10, 0.11, 0.11, -0.14, 0.10, -0.07, -0.07, -0.16, -0.14, 0.10, -0.26, -0.08, 0.10, 0.10, -0.16, -0.07, -0.15, -0.08, 0.10, 0.09, 0.10, -0.20, -0.07, -0.08], "energy_ha": -2999.19954, "smiles": "O=C(OCCCCS(=O)(=O)O)OCB(O)O.c1ccncc1.c1ccncc1.c1ccncc1.c1ccncc1.c1ccncc1.c1ccncc1.c1ccncc1", "homo_energy_ev": -9.15, "fmax_ev_per_a": 9.10}

---

# 2
{"formula": "C41H48ClN10O2PSe2Sr", "method": "ωB97M-V/def2-TZVPD", "elements": ["C", "H", "C", "H", "H", "C", "H", "H", "H", "H", "C", "P", "H", "H", "C", "Cl", "H", "H", "C", "N", "N", "O", "N", "C", "H", "C", "H", "C", "H", "C", "C", "H", "C", "C", "H", "C", "C", "H", "H", "H", "H", "C", "C", "C", "H", "H", "H", "H", "N", "H", "C", "H", "N", "C", "C", "H", "H", "C", "C", "C", "H", "Sr", "C", "H", "C", "C", "H", "C", "N", "H", "H", "C", "N", "C", "H", "N", "H", "C", "H", "C", "Se", "C", "H", "C", "H", "C", "C", "C", "H", "H", "H", "H", "C", "H", "O", "H", "H", "C", "H", "C", "C", "H", "H", "N", "N", "Se"], "xyz": [[0.67, 5.04, 3.38], [0.93, 6.10, 3.45], [-1.72, -1.51, 4.16], [-3.45, 2.17, -2.75], [7.07, -1.62, -0.01], [5.15, -1.67, -0.97], [-4.39, -4.61, 1.72], [1.46, 1.33, -4.63], [1.92, -2.67, 4.76], [-1.44, -0.12, -3.01], [-2.37, 2.24, -0.93], [2.62, -1.77, -2.20], [1.01, -3.46, -4.00], [7.64, -3.94, -0.63], [2.68, -2.42, -6.77], [0.34, -3.44, 7.01], [-0.48, 4.29, -1.18], [-0.61, 5.58, -2.39], [5.79, -4.28, -1.67], [-1.03, 3.67, -3.08], [-3.38, -4.67, 1.77], [1.61, -0.87, 1.38], [2.09, 3.48, 1.37], [-0.66, 0.11, -3.72], [4.25, -0.69, -4.31], [0.73, 3.54, 1.45], [3.48, 4.70, 2.41], [-4.91, 2.49, 0.27], [-0.94, 4.83, -4.84], [6.69, -3.52, -0.93], [-0.90, 2.34, -2.76], [3.36, 1.92, 1.98], [-1.59, 4.09, -4.35], [-2.67, -2.07, -0.38], [-0.89, -4.33, 1.88], [-3.53, 2.31, -1.68], [-3.76, 2.43, 1.09], [0.19, 1.96, -5.71], [-0.90, 6.38, 1.65], [4.31, -1.03, -6.76], [1.53, 4.45, 3.68], [3.59, -1.56, -6.16], [0.90, -2.34, 4.59], [2.92, 4.67, 1.47], [-2.96, -5.22, 2.49], [-0.78, -3.10, 0.67], [3.65, 4.66, 0.65], [-2.97, 2.34, 4.40], [0.25, 4.70, 2.04], [-0.14, 4.84, 4.09], [-1.06, 4.66, -2.02], [0.91, 3.00, -4.46], [-1.18, 1.87, -1.57], [4.25, -2.43, -1.71], [3.56, -1.38, -4.79], [6.04, -5.30, -1.95], [3.57, 2.48, 0.31], [1.66, -1.44, 2.47], [-2.68, -3.77, 1.05], [-4.79, 2.46, -1.09], [4.90, -0.65, -0.71], [-0.19, 0.19, 0.10], [-2.85, 2.38, 3.32], [-1.30, 4.98, 0.65], [0.58, -1.66, 3.40], [4.58, -3.74, -2.05], [-2.57, 4.55, -4.19], [1.73, -2.93, -4.62], [-0.01, 2.59, 0.95], [-4.93, 2.45, 2.89], [-1.83, 5.03, 2.33], [1.75, -3.11, -6.00], [-3.37, -2.99, 0.24], [-1.02, 5.29, 1.65], [-0.98, -0.18, -4.72], [-1.35, -3.74, 1.21], [-2.74, -1.18, 3.99], [-1.38, -2.17, 5.31], [2.22, 1.46, 0.70], [-1.34, 2.48, 1.42], [2.57, 0.36, -1.91], [-2.46, 2.38, 0.51], [2.32, 5.57, 1.39], [0.59, 1.99, -4.69], [-5.67, 2.50, -1.72], [-0.76, -1.23, 3.14], [-1.56, 2.42, 2.78], [-3.93, 2.43, 2.49], [-1.70, 3.24, -5.01], [-0.69, 2.40, 3.43], [0.24, -0.45, -3.46], [-2.13, -2.37, 6.07], [6.37, -2.22, -0.58], [-5.88, 2.55, 0.74], [-1.11, -0.63, 2.07], [1.05, -3.78, -6.46], [3.87, -4.34, -2.61], [2.83, 2.27, 1.09], [2.64, -1.83, 2.81], [-0.06, -2.60, 5.53], [2.62, -2.06, -4.01], [-2.08, 4.88, -1.68], [2.70, -2.56, -7.84], [-0.39, 1.54, -3.72], [-2.06, -1.22, -0.90], [1.10, -2.97, -1.28]], "lowdin_charge": [-0.06, 0.09, -0.01, 0.12, 0.10, -0.11, 0.11, 0.06, 0.11, 0.05, -0.25, 0.11, 0.05, 0.10, -0.09, 0.62, 0.08, 0.09, -0.08, -0.15, 0.17, -0.19, -0.13, -0.05, 0.09, -0.36, 0.09, -0.05, 0.09, -0.09, -0.40, 0.10, -0.06, -0.34, 0.12, -0.03, -0.15, 0.09, 0.10, 0.10, 0.09, -0.09, -0.08, -0.05, 0.11, 0.01, 0.09, 0.11, -0.17, 0.09, -0.05, 0.09, 0.02, -0.40, -0.11, 0.10, 0.08, -0.20, -0.49, -0.07, 0.05, 1.28, -0.07, 0.07, -0.14, -0.10, 0.09, -0.12, 0.04, 0.11, 0.09, -0.08, 0.12, -0.04, 0.10, 0.21, 0.11, -0.11, -0.02, -0.30, 0.32, -0.06, 0.09, -0.06, 0.10, -0.39, -0.05, -0.04, 0.08, 0.13, 0.03, 0.10, -0.09, 0.11, -0.24, 0.10, 0.10, -0.06, 0.13, -0.69, -0.42, 0.09, 0.10, -0.14, 0.07, 0.28], "energy_ha": -7924.55246, "e_above_lowest_kcal_mol": 0.0, "homo_energy_ev": -7.15, "fmax_ev_per_a": 1.40}

---

# 3
{"formula": "C41H49BrCl2GeO5SSiW", "method": "ωB97M-V/def2-TZVPD", "elements": ["H", "H", "H", "C", "H", "C", "H", "C", "H", "H", "H", "H", "H", "C", "S", "O", "H", "H", "C", "C", "H", "H", "H", "C", "C", "H", "H", "C", "C", "C", "C", "O", "H", "O", "H", "C", "Br", "H", "H", "C", "C", "C", "C", "C", "H", "H", "H", "H", "H", "C", "C", "C", "H", "C", "C", "Si", "C", "C", "C", "H", "H", "C", "Cl", "C", "H", "H", "C", "C", "W", "C", "H", "Cl", "C", "C", "C", "H", "H", "H", "C", "H", "H", "H", "H", "H", "Ge", "C", "C", "H", "H", "H", "C", "H", "O", "H", "H", "C", "O", "C", "H", "C", "H", "H"], "xyz": [[-2.77, -4.52, 1.01], [3.54, 2.17, 3.82], [-2.06, -2.57, 3.11], [-0.70, -4.44, 0.41], [4.51, -4.33, 2.53], [-0.24, 0.11, 4.30], [-2.13, 1.08, 2.58], [2.86, -2.94, 2.67], [-0.84, 0.24, 5.20], [0.67, -0.42, 4.57], [0.66, 0.98, -5.04], [3.17, -4.69, 1.44], [-4.24, 1.58, 0.77], [-1.05, -0.66, 3.27], [0.79, -0.98, -0.67], [1.97, -2.30, 1.72], [5.50, -0.44, -2.65], [-2.86, -0.47, 2.14], [-2.29, 4.49, -5.03], [4.76, 0.35, -2.80], [0.00, 1.11, 3.93], [-6.09, -1.83, -1.00], [1.52, -2.98, 4.37], [2.82, 2.81, 3.33], [2.98, 2.45, -3.14], [0.44, -6.20, -0.08], [4.41, -2.27, 4.01], [-2.89, -0.74, -1.29], [-1.61, 3.43, -4.39], [-2.91, 3.86, -2.40], [-3.25, 5.21, -4.37], [0.90, 2.48, 1.90], [-0.48, 2.89, -6.15], [2.08, 0.72, 2.30], [-2.08, -6.09, 0.57], [-4.15, 0.70, 0.13], [4.16, -0.09, -0.06], [-1.98, -1.00, -1.82], [-1.28, -5.01, -1.58], [1.33, 3.31, -1.06], [0.57, -5.28, 0.50], [-2.93, 0.38, -0.48], [-2.33, 0.06, 2.92], [-5.21, -1.22, -0.85], [-2.97, 0.12, 3.80], [-3.21, 3.61, -1.39], [0.80, 4.96, -2.35], [-3.96, -2.41, -2.12], [5.34, 0.69, -4.84], [-1.87, -5.14, 1.07], [1.38, 4.06, -2.25], [2.98, 1.74, -1.92], [-0.49, -2.67, 3.92], [3.69, -1.84, 3.32], [2.03, 2.10, -0.91], [0.49, -1.97, 1.23], [-1.01, -4.11, -1.04], [-1.16, 2.06, -2.38], [1.89, 1.97, 2.50], [0.79, -5.56, 1.53], [-1.86, -1.95, 4.75], [3.75, -3.88, 1.88], [1.89, 3.65, 4.57], [3.83, 2.06, -4.20], [0.26, 0.50, -2.71], [1.42, -4.74, 0.08], [-5.27, -0.09, -0.05], [-1.38, -2.05, 3.78], [1.07, 0.98, 0.42], [2.06, -3.68, 3.73], [3.05, -1.15, 3.86], [3.65, 3.89, 2.21], [-0.67, 2.65, -5.11], [-3.57, 4.87, -3.04], [-1.89, 3.12, -3.03], [0.70, 3.67, -0.25], [1.36, -4.38, 3.29], [3.79, 2.60, -5.13], [3.94, 0.71, -1.77], [-1.85, -3.41, -1.09], [-2.04, 4.71, -6.06], [-0.15, -3.66, -1.54], [4.26, -3.34, 1.08], [-2.97, 3.31, 0.81], [-1.43, 1.64, -0.45], [2.15, 3.60, -3.27], [-0.05, 1.60, -4.50], [-1.66, -5.35, 2.12], [2.18, 4.14, -4.21], [-4.36, 5.41, -2.53], [-0.30, 1.32, -3.14], [2.74, -4.25, 4.37], [-0.22, -0.72, 2.05], [-3.77, 6.01, -4.86], [-1.42, 3.16, 1.64], [4.69, 1.00, -4.03], [-0.52, -3.21, 1.15], [-4.02, -1.54, -1.47], [-1.56, 4.15, 0.19], [-1.89, 3.22, 0.66], [4.24, -1.28, 2.56], [-6.20, 0.19, 0.44]], "lowdin_spin": [0.00, 0.00, 0.00, 0.00, 0.00, 0.00, 0.00, 0.00, 0.00, 0.00, 0.00, 0.00, 0.00, 0.00, 0.02, 0.00, 0.00, 0.00, 0.00, 0.00, 0.00, 0.00, 0.00, 0.00, 0.00, 0.00, 0.00, 0.00, 0.00, 0.00, 0.00, 0.02, 0.00, 0.01, 0.00, 0.00, 0.00, 0.00, 0.00, 0.01, 0.00, 0.00, 0.00, 0.00, 0.00, 0.00, 0.00, 0.00, 0.00, 0.00, 0.01, 0.01, 0.00, 0.00, 0.02, 0.01, 0.00, -0.01, 0.01, 0.00, 0.00, 0.00, 0.00, 0.00, 0.00, 0.00, 0.00, 0.00, 0.91, 0.00, 0.00, 0.00, 0.00, 0.00, 0.00, 0.00, 0.00, 0.00, 0.00, 0.00, 0.00, 0.00, 0.00, 0.00, -0.02, -0.01, 0.00, 0.00, 0.00, 0.00, 0.00, 0.00, 0.00, 0.00, 0.00, 0.00, 0.00, 0.00, 0.00, 0.00, 0.00, 0.00], "s_squared": 0.7684, "energy_ha": -8294.01737, "spin_multiplicity": 2, "total_charge": 1, "e_above_lowest_kcal_mol": 10.5, "homo_energy_ev": [-10.29, -10.29], "fmax_ev_per_a": 1.71}

---

# 4
{"formula": "C41H50Br6N6O15", "method": "ωB97M-V/def2-TZVPD", "elements": ["C", "H", "H", "C", "C", "Br", "H", "H", "C", "C", "O", "H", "N", "C", "Br", "H", "C", "O", "H", "O", "O", "H", "C", "Br", "C", "H", "H", "C", "H", "C", "C", "H", "C", "C", "H", "C", "C", "Br", "O", "C", "C", "H", "H", "O", "N", "O", "H", "C", "O", "H", "C", "H", "O", "Br", "Br", "N", "O", "H", "H", "H", "O", "H", "H", "H", "H", "H", "H", "H", "H", "O", "O", "C", "H", "H", "H", "C", "C", "N", "C", "H", "H", "C", "H", "H", "O", "H", "H", "H", "H", "N", "C", "C", "H", "C", "C", "H", "C", "C", "C", "C", "C", "H", "H", "C", "C", "H", "C", "O", "H", "C", "C", "H", "C", "H", "N", "H", "H", "C"], "xyz": [[-0.54, -1.64, -3.52], [4.62, -3.54, 3.32], [-6.95, 2.98, -1.16], [3.10, 1.02, 5.62], [-4.60, 1.90, -4.09], [0.53, 3.90, -7.68], [-3.34, -6.36, 2.08], [-7.02, 1.30, 4.10], [-3.78, -3.92, 1.36], [2.16, 1.09, 0.43], [-1.41, 1.70, 0.23], [0.30, -4.81, 1.79], [7.35, 1.27, -0.61], [-5.45, 0.08, 0.86], [2.45, -0.70, 6.27], [-7.77, 1.45, -3.10], [-0.14, 1.44, -0.22], [-0.25, -2.87, 0.18], [-2.60, -5.74, -1.12], [3.72, 0.55, -1.31], [-3.43, -6.29, 1.13], [-5.18, 3.89, -0.29], [-2.98, -2.43, -0.36], [4.18, 1.88, 7.00], [-6.86, -0.07, 2.78], [-2.50, -1.07, -1.69], [4.19, -1.99, 0.77], [-6.35, 2.61, -1.97], [-0.98, 3.46, -5.74], [0.85, 1.45, 0.75], [3.35, -2.65, 0.85], [5.20, 3.59, 2.43], [4.51, 4.83, 4.03], [1.96, 4.60, 2.96], [-0.84, -3.57, 0.49], [-3.38, -5.02, 0.64], [-5.70, 0.44, 2.16], [1.25, 2.38, -5.00], [-1.70, -1.32, -3.24], [-5.92, 1.51, -4.12], [3.53, -3.74, 1.75], [-5.30, -0.47, -1.40], [-3.92, 1.69, -4.91], [5.82, 4.93, 4.48], [7.46, -0.22, 1.11], [-2.92, -1.16, -0.82], [5.74, 5.09, 5.43], [1.18, -4.25, 1.50], [7.37, -2.21, -2.26], [0.96, -1.23, -4.92], [1.00, -3.16, 0.72], [1.37, 6.13, 4.34], [4.71, -3.87, 2.43], [4.06, 0.90, 3.91], [-0.89, 1.08, -6.87], [6.00, -3.40, -0.87], [-6.47, 0.80, -5.17], [7.00, 2.18, -0.84], [-3.63, -1.75, 1.48], [3.00, 3.57, 1.34], [-7.21, 0.36, 4.04], [0.01, -2.38, -1.70], [7.16, -0.66, 1.96], [6.39, -4.25, -1.24], [-4.56, 0.51, 0.40], [5.23, -3.47, -0.22], [-2.43, -3.46, -2.23], [-3.07, 2.78, -2.96], [-8.13, -1.92, 0.21], [-4.47, 3.44, -0.77], [0.73, 4.50, 2.38], [-3.52, -2.66, 0.90], [0.62, 1.61, 1.79], [-4.24, -4.00, 2.34], [-5.04, 1.14, 2.66], [3.49, 5.60, 4.48], [6.69, 0.72, 0.46], [0.29, -2.28, -2.68], [2.43, 0.70, -0.88], [2.89, 0.90, 1.20], [2.45, -5.40, 2.68], [2.44, -4.58, 1.98], [3.65, 6.32, 5.29], [8.28, -0.51, 0.62], [5.54, 0.98, 0.79], [8.22, 0.92, -0.93], [1.88, -1.59, -0.36], [-0.60, 1.13, -2.33], [4.94, -1.16, -0.70], [-0.02, -1.36, -4.74], [4.34, 4.08, 2.88], [6.48, -2.24, -1.42], [-2.01, 1.54, -0.51], [2.19, 5.51, 3.99], [-0.23, 2.86, -6.25], [6.14, -0.21, -1.33], [-4.11, 2.50, -2.93], [0.15, 1.21, -1.55], [-2.95, -4.82, -0.67], [-7.45, -1.28, 0.74], [-6.76, 1.85, -3.08], [-8.59, -1.24, 2.59], [1.01, -2.95, -2.90], [2.08, -2.39, 0.33], [1.39, 0.66, -1.84], [0.61, 3.78, 1.76], [3.05, 4.00, 2.33], [-6.11, -0.96, -1.20], [4.29, 0.77, -0.54], [-7.71, -0.89, 2.07], [-6.34, -0.71, 0.13], [-7.11, 1.34, -5.64], [-4.98, 2.83, -1.89], [-0.65, -0.78, -5.29], [5.93, -1.10, -0.91], [1.71, 0.42, -2.85], [2.24, 1.62, 5.35], [-2.76, -3.54, -1.21]], "lowdin_charge": [-0.66, 0.11, 0.12, -1.55, 0.00, 0.58, 0.10, 0.10, -0.02, -0.03, 0.05, 0.13, 0.16, -0.05, 0.55, 0.12, -0.32, 0.02, 0.12, 0.01, 0.04, 0.10, -0.34, 0.55, -0.33, 0.06, 0.09, 0.00, -0.02, -0.02, -0.01, 0.11, -0.35, -0.32, 0.08, -0.36, -0.02, 0.56, 0.00, -0.33, -0.33, 0.08, 0.11, 0.02, 0.17, 0.02, 0.10, -0.02, 0.01, 0.10, -0.30, 0.12, 0.03, 0.62, 0.58, 0.18, 0.02, 0.12, 0.12, 0.11, 0.02, 0.07, 0.11, 0.11, 0.11, 0.06, 0.10, 0.11, 0.12, 0.03, 0.04, -0.02, 0.12, 0.12, 0.12, -0.04, -0.67, 0.19, -0.33, 0.07, 0.12, 0.00, 0.12, 0.10, -0.02, 0.11, 0.09, 0.11, 0.06, 0.15, -0.05, -0.65, 0.09, 0.00, -1.47, 0.08, -0.02, -0.02, -0.02, 0.01, -0.02, 0.12, 0.12, 0.02, -0.06, 0.07, -0.04, 0.05, 0.05, -0.02, -0.32, 0.10, -0.33, -0.02, 0.12, 0.07, -0.03, 0.00], "energy_ha": -18493.59227, "e_above_lowest_kcal_mol": 0.0, "homo_energy_ev": -7.78, "fmax_ev_per_a": 2.43}